[1]
Molecular formula: C4H8NOP
Method: DFT, ωB97M-V/def2-TZVPD

Element x y z (Å)
C: -1.004 0.171 -0.058
C: -0.092 -0.723 0.799
C: -0.566 1.645 -0.097
C: 0.879 -1.578 -0.017
N: 0.489 1.968 -0.991
O: 1.410 0.934 -1.194
P: 2.083 -0.619 -1.086
H: -1.042 -0.208 -1.083
H: -2.019 0.141 0.341
H: 0.469 -0.104 1.505
H: -0.708 -1.406 1.391
H: -1.402 2.278 -0.417
H: -0.285 1.960 0.921
H: 1.468 -2.207 0.661
H: 0.320 -2.252 -0.676

Values from the calculation:
Total charge ... 0
HOMO-LUMO gap (spin up / spin down) ... 8.47 / 8.02 eV
Highest occupied orbital energy (spin up / spin down) ... -8.85 / -7.83 eV
2S+1 ... 1

***

[2]
Molecular formula: C4H8NOP
Method: DFT, ωB97M-V/def2-TZVPD

Element x y z (Å)
C: -2.130 -1.645 -0.097
C: -2.469 -0.325 0.394
C: -0.829 -1.793 -0.300
C: -0.002 -0.591 -0.398
N: 3.223 1.843 0.568
O: -1.041 2.124 0.194
P: -1.024 0.659 0.388
H: -2.792 -2.444 0.093
H: -3.442 0.091 0.553
H: 2.460 1.594 -0.016
H: -0.465 -2.806 -0.520
H: 1.063 -0.719 -0.100
H: -0.045 -0.300 -1.407
H: 3.428 2.854 0.636
H: 4.067 1.458 0.011

Values from the calculation:
Total charge ... 0
HOMO-LUMO gap ... 7.63 eV
Highest occupied orbital energy ... -8.07 eV
2S+1 ... 1

***

[3]
Molecular formula: C4H8NOP
Method: DFT, ωB97M-V/def2-TZVPD

Element x y z (Å)
C: -0.336 -0.546 2.125
C: -1.230 0.002 1.029
C: 0.493 0.028 -0.259
C: 0.204 -0.779 -1.445
N: 0.902 -0.778 1.914
O: 1.348 -0.528 0.678
P: 0.920 1.865 -0.487
H: -0.564 -0.466 3.241
H: -1.807 -0.587 0.428
H: -1.506 1.078 0.910
H: 1.109 -1.319 -1.851
H: -0.091 -0.308 -2.298
H: -0.526 -1.540 -1.268
H: -0.274 2.170 -0.907
H: 1.360 1.706 -1.810

Values from the calculation:
Total charge ... 0
HOMO-LUMO gap ... 9.83 eV
Highest occupied orbital energy ... -8.99 eV
2S+1 ... 1

***

[4]
Molecular formula: C4H8NOS
Method: DFT, ωB97M-V/def2-TZVPD

Element x y z (Å)
O: -1.423 2.212 -1.749
C: -0.947 1.097 -1.568
N: -0.093 0.899 -0.493
C: 0.039 -0.409 0.178
C: 1.151 -0.315 1.281
S: 0.947 -1.662 2.474
C: -0.835 0.126 -2.727
H: -0.107 1.706 0.102
H: -0.814 -0.680 0.796
H: 0.365 -1.100 -0.594
H: 2.120 -0.344 0.785
H: 1.075 0.657 1.780
H: -0.809 -0.919 -2.434
H: 0.139 0.363 -3.153
H: -1.704 0.160 -3.382

Values from the calculation:
SMILES ... CC(=O)NCC[S-]
Total charge ... -1
HOMO-LUMO gap ... 6.06 eV
Highest occupied orbital energy ... -2.59 eV
2S+1 ... 1

***

[5]
Molecular formula: C4H8NOS
Method: DFT, ωB97M-V/def2-TZVPD

Element x y z (Å)
C: -0.474 1.384 -0.305
C: 0.460 0.458 -0.095
C: -1.574 -0.826 0.392
C: 1.895 0.638 -0.230
N: 0.010 -0.818 0.517
O: -1.924 -1.625 -0.543
S: -2.100 0.929 0.162
H: -0.155 2.326 -0.816
H: -1.939 -1.098 1.400
H: 2.343 0.577 0.709
H: 2.019 1.675 -0.225
H: 2.452 0.156 -0.894
H: 0.324 -1.630 -0.103
H: 0.373 -0.841 1.463
H: -1.707 -1.306 -1.432

Values from the calculation:
SMILES ... CC1=CS[C@@H](O)[NH2+]1
Total charge ... +1
HOMO-LUMO gap ... 9.82 eV
Highest occupied orbital energy ... -13.34 eV
2S+1 ... 1

***

[6]
Molecular formula: C4H8NS
Method: DFT, ωB97M-V/def2-TZVPD

Element x y z (Å)
C: -2.536 -1.373 -0.023
C: -1.445 -0.874 -0.010
C: 0.674 1.083 -1.053
C: 0.513 -0.006 -0.145
N: 0.347 0.471 1.317
S: 1.799 -1.278 -0.201
H: -3.536 -1.836 0.279
H: 1.740 1.175 -1.545
H: 0.406 2.128 -0.689
H: 0.074 0.982 -1.934
H: -0.654 0.454 1.676
H: 0.675 -0.202 1.911
H: 0.752 1.347 1.377
H: 1.192 -2.070 -0.960

Values from the calculation:
Total charge ... +1
HOMO-LUMO gap ... 9.12 eV
Highest occupied orbital energy ... -14.34 eV
2S+1 ... 1

***

[7]
Molecular formula: C4H8NS
Method: DFT, ωB97M-V/def2-TZVPD

Element x y z (Å)
C: -0.159 0.391 1.531
C: -0.267 1.713 1.612
C: -0.449 -0.669 0.529
C: -0.081 -0.310 -1.962
N: 0.511 -0.826 -0.596
S: 0.525 -0.697 2.736
H: -0.009 2.117 2.497
H: -0.521 2.335 0.764
H: -1.142 -1.428 0.570
H: -0.899 -1.070 -2.182
H: -0.579 0.691 -1.710
H: 0.732 -0.395 -2.652
H: 1.291 -0.125 -0.436
H: 1.047 -1.725 -0.700

Values from the calculation:
Total charge ... +1
HOMO-LUMO gap (spin up / spin down) ... 6.86 / 6.72 eV
Highest occupied orbital energy (spin up / spin down) ... -12.79 / -12.74 eV
2S+1 ... 1

***

[8]
Molecular formula: C4H8NS
Method: DFT, ωB97M-V/def2-TZVPD

Element x y z (Å)
C: -1.753 0.273 -0.575
C: -0.504 -0.008 -0.234
C: -2.276 -1.175 -0.290
C: 1.411 1.161 -0.176
N: 2.059 0.245 0.699
S: -0.568 -1.748 0.043
H: -2.295 1.088 -1.042
H: -2.751 -1.372 0.607
H: -2.900 -1.558 -1.136
H: 1.082 2.001 0.302
H: 1.926 1.217 -1.107
H: 2.974 0.656 1.190
H: 2.162 -0.658 0.201
H: 1.432 -0.121 1.519

Values from the calculation:
Total charge ... +1
HOMO-LUMO gap ... 8.39 eV
Highest occupied orbital energy ... -12.59 eV
2S+1 ... 1

***

[9]
Molecular formula: C4H8NS2
Method: DFT, ωB97M-V/def2-TZVPD

Element x y z (Å)
C: -0.047 1.639 0.859
C: -0.834 1.840 -0.138
C: -0.604 -0.687 0.157
C: 1.594 -0.999 -1.475
N: 0.017 0.223 1.236
S: -1.652 0.480 -0.772
S: -1.191 -2.272 0.650
H: 0.579 2.246 1.422
H: -1.021 2.687 -0.805
H: 1.752 -2.074 -1.288
H: 2.044 -0.377 -0.750
H: 1.113 -0.764 -2.429
H: 1.090 -0.115 1.292
H: -0.546 0.089 2.094
H: -2.293 -1.915 -0.052

Values from the calculation:
Total charge ... +1
HOMO-LUMO gap (spin up / spin down) ... 8.42 / 7.65 eV
Highest occupied orbital energy (spin up / spin down) ... -12.27 / -12.46 eV
2S+1 ... 1

***

[10]
Molecular formula: C4H8NS2
Method: DFT, ωB97M-V/def2-TZVPD

Element x y z (Å)
C: 1.247 0.019 0.023
C: 2.463 -0.476 0.165
C: 0.172 -0.927 -0.504
C: -2.025 0.120 -0.663
N: -1.191 -0.589 -0.014
S: 0.830 1.708 0.264
S: -3.472 0.683 0.145
H: 3.242 0.233 0.550
H: 2.610 -1.513 0.192
H: 0.321 -0.825 -1.580
H: 0.434 -1.955 -0.019
H: -2.054 0.356 -1.710
H: 2.145 1.865 0.370
H: -1.326 -0.939 0.979
H: -4.110 1.423 -0.889

Values from the calculation:
Total charge ... +1
HOMO-LUMO gap (spin up / spin down) ... 4.77 / 4.32 eV
Highest occupied orbital energy (spin up / spin down) ... -9.01 / -12.68 eV
2S+1 ... 3
Expectation value of S² ... 2.02

***

Looking at energy for the records above, in order, we have -17100.14294; -17102.21223; -17098.82741; -18651.64030; -18642.08764; -16590.18380; -16592.25725; -16591.41667; -27426.32440; -27426.00823 eV.
Looking at energy relative to the best compared isomer or geometry (same formula, charge and spin) for the records above, in order, we have 4.180; 2.111; 5.495; 0.570; 1.160; 5.223; 3.149; 3.990; 4.705; 1.483 eV.